Formula: C2H5IO3S
Source: the Open Molecules 2025 dataset
Level of theory: ωB97M-V/def2-TZVPD

```
! wB97M-V def2-TZVPD RIJCOSX def2/J DEFGRID3
* xyz 0 1
C -0.56 0.57 -1.80
S -1.21 1.86 -0.95
O -1.92 2.76 -1.81
O 0.03 2.47 -0.25
I -2.62 1.97 1.13
H -0.22 -0.28 -1.23
H -1.11 0.41 -2.73
H 0.77 1.73 -0.27
C 1.49 -0.87 1.26
O 1.66 -0.12 0.34
H 0.68 -0.62 1.93
H 2.31 -1.65 1.49
*
```

Results
Relative energy (zero: lowest compared OMol25 entry of this formula, charge and spin) ... 40.5 kcal/mol
HOMO energy (alpha / beta) ... -0.32357 / -0.32352 hartree
Structure (SMILES) ... C=[S@](=O)(O)I.C=O
HOMO-LUMO gap (alpha / beta) ... 7.7 / 7.7 eV

Charges obtained by Löwdin population analysis, quoted in units of e: C -0.202; S 0.268; O -0.407; O -0.340; I 0.464; H 0.002; H 0.033; H 0.118; C -0.098; O -0.037; H 0.083; H 0.116